[1]
C7H27NO5 | wB97M-V/def2-TZVPD

```
40
Properties=species:S:1:pos:R:3:forces:R:3
C 2.080910 1.749373 -1.056066 -1.06 3.47 2.24
C 0.644822 1.285939 -1.016876 1.12 -0.71 -0.16
C 0.526885 0.086415 -0.047155 -0.56 0.31 -3.07
C -0.625446 -0.756775 -0.668345 3.07 -1.94 0.96
C -1.437772 -1.503114 0.351462 0.67 3.27 1.85
N 0.132504 -1.616946 -1.710112 -0.99 -0.15 2.36
C -0.616941 -1.673384 -2.935617 0.32 -2.38 -0.95
C 0.291571 -1.264594 -4.102609 0.35 -0.54 -1.01
H 2.038535 2.690087 -0.398194 0.87 -1.49 0.01
H 2.829192 1.058934 -0.724072 0.37 -0.27 -0.06
H 2.290613 2.287655 -1.933513 0.68 -0.07 -1.79
H 0.484536 0.861763 -2.003912 -0.62 0.01 -0.19
H -0.002229 2.173606 -0.868432 -0.04 -0.84 0.14
H 0.416710 0.346365 0.935480 -0.84 1.02 2.68
H 1.522818 -0.388891 -0.056768 -0.75 -0.48 -0.29
H -1.361480 -0.118544 -1.117561 0.17 0.44 -0.86
H -2.059356 -2.215003 0.029251 -2.72 -2.50 -2.01
H -2.056489 -0.699244 0.831238 0.19 -0.75 -0.16
H -0.974022 -2.009124 1.158416 1.41 -0.27 0.81
H 0.269444 -2.573448 -1.300891 -0.37 1.31 -0.46
H -1.404155 -0.949284 -2.811520 -0.66 -0.11 -0.57
H -1.040437 -2.786436 -3.049837 0.50 2.52 -0.31
H 0.972916 -2.057318 -4.452494 -0.48 -0.21 0.27
H -0.264787 -0.950000 -4.989875 -0.13 -0.05 0.09
H 1.014890 -0.475442 -3.887352 -0.49 0.30 0.55
O -1.019359 2.489920 2.862597 -2.66 4.44 -2.05
H -0.772415 1.691746 3.196310 0.29 -3.48 1.69
H -2.012573 2.653781 2.889086 2.09 -0.81 0.38
O -1.263212 -0.549807 3.802598 1.20 -0.67 2.74
H -2.055479 -0.096394 3.664135 -1.87 0.95 -0.69
H -0.792535 -0.660043 3.016277 0.69 -0.32 -2.20
O 1.897311 0.786537 3.625939 -1.51 3.00 -1.80
H 0.928475 0.730792 3.587530 0.82 -0.40 0.44
H 2.256575 0.052491 4.025263 0.80 -2.69 1.46
O 3.466820 -2.458876 -1.600039 -1.11 -0.75 1.14
H 3.513690 -1.850800 -2.326984 -0.26 0.47 -0.47
H 2.517864 -2.493193 -1.308919 1.35 0.40 -0.72
O -3.781980 2.788532 0.801842 2.49 -0.60 0.15
H -3.986438 2.504121 -0.096609 -0.09 0.06 0.06
H -2.782194 2.596825 0.872470 -2.24 0.52 -0.23
```
Positions in Å, forces in eV/Å.

Summary:
Frontier orbital gap ... 9.4 eV
Spin multiplicity ... 1
SMILES string ... CCC[C@H](C)NCC.O.O.O.O.O
DFT total energy ... -713.74341 a.u.
Relative energy (zero: lowest compared OMol25 entry of this formula, charge and spin) ... 82.6 kcal/mol


[2]
CH4IN2 | wB97M-V/def2-TZVPD

```
8
Properties=species:S:1:pos:R:3:forces:R:3
C 1.114843 -0.884838 -0.853664 0.75 -2.97 -1.80
N 1.117419 -1.925549 -1.397933 -0.37 3.10 1.68
N -1.019266 1.227375 0.950635 0.57 -2.61 1.06
I 1.551181 0.840773 -0.089012 0.97 0.03 -0.32
H -1.266039 2.113003 1.291849 -0.64 1.16 0.79
H 1.082185 -2.774178 -1.926456 -0.09 -0.31 -0.09
H -1.701663 0.892794 0.292964 -0.45 -0.05 0.07
H -0.878660 0.510620 1.731617 -0.73 1.66 -1.37
```
Positions in Å, forces in eV/Å.

Summary:
Frontier orbital gap ... 8.2 eV
Spin multiplicity ... 1
Net charge ... +1
DFT total energy ... -447.36355 a.u.
Relative energy (zero: lowest compared OMol25 entry of this formula, charge and spin) ... 58.6 kcal/mol